Record 1
{
  "formula": "C3H6NO2",
  "method": "wB97M-V/def2-TZVPD",
  "lumo_energy_ev": 4.346,
  "total_charge": -1,
  "orbital_gap_ev": 8.46,
  "homo_energy_ev": -4.11,
  "total_energy_ev": -8793.8265,
  "species": ["C", "C", "N", "H", "H", "H", "H", "H", "O", "C", "O", "H"],
  "coordinates": [[-0.95347, -0.18667, -2.08838], [0.38096, -1.43127, -0.67724], [-0.01093, -1.31937, -1.87565], [-0.97520, 0.06070, -3.14139], [-1.87778, -0.48977, -1.59601], [-0.63122, 0.67323, -1.49956], [1.15022, -2.16987, -0.45429], [-0.00849, -0.81916, 0.13631], [-0.38146, 1.42699, 0.74076], [0.29230, 1.23884, 1.78865], [0.83300, 0.20818, 2.19697], [0.39090, 2.20053, 2.35523]],
  "forces_ev_per_a": [[0.72, -0.64, 1.17], [-0.19, -0.16, -0.18], [0.29, 0.57, -0.22], [-0.54, -0.12, -0.16], [-0.52, 0.17, -0.74], [0.11, 0.13, -0.09], [-0.12, -0.15, 0.07], [0.27, 0.15, 0.11], [-0.04, -0.32, 0.00], [-0.55, 0.87, -1.00], [0.26, -0.39, 0.45], [0.30, -0.12, 0.59]]
}

Record 2
{
  "formula": "C3H6NO2",
  "method": "wB97M-V/def2-TZVPD",
  "lumo_energy_ev": 3.911,
  "total_charge": -1,
  "orbital_gap_ev": 8.07,
  "homo_energy_ev": -4.16,
  "total_energy_ev": -8793.9988,
  "species": ["C", "C", "N", "H", "H", "H", "H", "H", "O", "C", "O", "H"],
  "coordinates": [[0.36018, -3.27093, 0.41026], [-0.67858, -2.41933, 0.24913], [-0.59674, -1.27661, -0.52849], [1.37294, -2.89144, 0.38162], [0.14735, -4.17275, 0.97554], [-1.64755, -2.51110, 0.72382], [0.21705, -0.67673, -0.55131], [-1.43544, -0.73911, -0.49449], [1.04050, 3.02557, 0.50176], [0.04069, 2.49425, 0.02277], [-0.10518, 1.45365, -0.65941], [-0.96177, 3.00610, 0.22392]],
  "forces_ev_per_a": [[-1.11, 0.11, 1.37], [1.49, 0.84, -0.99], [-0.67, -0.70, 0.63], [0.11, -0.31, -0.71], [0.33, 0.07, 0.12], [-0.19, -0.79, -0.37], [0.06, 0.08, -0.02], [-0.04, 0.73, -0.02], [0.62, 0.19, 0.18], [-1.24, -0.04, -0.11], [0.34, -0.28, -0.13], [0.31, 0.11, 0.06]]
}